C28H28N6O4S as an isolated structure, computed with wB97M-V/def2-TZVPD.

Each line ends with the Mulliken charge.
CARTESIAN COORDINATES (ANGSTROEM)
C 2.21 1.25 2.64  -1.26
H 2.67 0.46 3.25  0.38
O 1.18 0.73 1.83  0.24
C 0.15 0.08 2.42  1.58
C -0.07 -0.02 3.78  -0.50
C -1.18 -0.70 4.26  -0.76
C -2.09 -1.27 3.40  -1.12
C -1.88 -1.18 2.03  -0.37
C -0.78 -0.51 1.54  -1.25
N -0.52 -0.50 0.14  0.57
C -0.29 0.66 -0.55  1.15
O 0.31 0.66 -1.62  -0.62
C -0.91 1.87 -0.06  -0.16
C -0.80 3.10 -0.71  -0.28
N -0.12 3.35 -1.83  -0.27
H 0.39 2.59 -2.25  0.23
H -0.11 4.30 -2.17  0.18
C -1.56 4.09 0.01  0.17
N -2.18 3.65 1.08  -0.66
S -1.93 2.07 1.34  0.06
C -1.64 5.50 -0.41  0.35
O -1.06 5.93 -1.40  -0.71
N -2.41 6.27 0.39  -0.34
H -2.86 5.85 1.19  0.25
H -2.53 7.24 0.19  0.24
C 0.13 -1.74 -0.33  1.02
C 1.54 -1.79 0.22  -0.04
C 1.77 -2.45 1.40  -0.34
C 3.04 -2.39 2.01  0.82
C 3.33 -3.01 3.24  -0.60
C 4.58 -2.88 3.78  -0.55
C 5.54 -2.12 3.08  -0.32
N 5.30 -1.53 1.94  -0.68
C 4.08 -1.65 1.39  0.30
C 3.81 -1.00 0.16  -1.22
C 2.57 -1.07 -0.41  -0.12
H 2.36 -0.57 -1.34  0.51
H 4.62 -0.45 -0.30  0.45
H 6.53 -1.99 3.48  0.40
H 4.85 -3.34 4.72  0.40
H 2.56 -3.58 3.75  0.45
H 0.99 -3.00 1.89  0.40
C 0.04 -1.90 -1.86  -0.86
O 0.95 -2.34 -2.52  -0.69
N -1.20 -1.66 -2.33  -0.05
H -1.85 -1.17 -1.74  0.36
C -1.48 -1.60 -3.75  -0.21
H -0.73 -2.23 -4.23  0.59
C -1.41 -0.15 -4.26  -0.67
C -2.82 0.38 -4.05  -0.34
C -3.69 -0.80 -4.48  -0.68
H -4.69 -0.76 -4.05  0.38
H -3.80 -0.80 -5.57  0.30
C -2.92 -2.05 -4.04  -0.92
H -2.94 -2.82 -4.80  0.34
H -3.35 -2.48 -3.13  0.29
H -3.03 1.28 -4.63  0.48
H -2.98 0.61 -2.99  0.04
H -0.65 0.41 -3.72  0.11
H -1.16 -0.14 -5.32  0.43
H -0.45 -2.57 0.10  0.63
H -2.57 -1.64 1.34  0.52
H -2.96 -1.79 3.78  0.43
H -1.33 -0.77 5.33  0.43
H 0.63 0.41 4.48  0.46
H 2.95 1.64 1.95  0.24
H 1.84 2.05 3.29  0.41

Spin multiplicity: 1
Charge: 0
E_tot in eV: -57458.7494
Frontier orbital gap in eV: 8.08


C46H44As2Br2Cl2IN4O11Se2Ti as an isolated structure in a non-equilibrium geometry, computed with wB97M-V/def2-TZVPD.

Each line ends with the Mulliken charge.
CARTESIAN COORDINATES (ANGSTROEM)
Ti 0.32 0.94 -1.06  -0.07
Br 3.58 8.02 6.68  -0.27
C 4.32 6.99 5.26  0.15
C 3.92 5.67 5.07  -0.61
C 4.46 4.93 4.03  -0.01
C 5.44 5.47 3.16  0.07
C 5.81 6.81 3.39  -0.28
C 5.27 7.56 4.42  -0.42
N 6.18 4.75 2.23  -1.00
N 5.72 3.64 1.68  -0.36
C 4.41 3.51 1.27  -0.20
C 3.51 4.54 0.96  -0.66
C 2.26 4.29 0.36  -0.91
C 1.84 3.01 0.10  -0.02
O 0.67 2.68 -0.50  -0.57
C 2.68 1.95 0.44  0.00
N 2.17 0.70 0.20  1.34
C 2.91 -0.36 0.47  -0.67
C 4.21 -0.24 0.99  -1.33
C 4.73 1.01 1.25  -0.53
C 3.96 2.16 0.99  1.28
H 3.19 5.23 5.74  0.39
H 4.14 3.90 3.90  0.39
H 6.56 7.24 2.73  0.35
H 5.57 8.59 4.57  0.37
H 3.81 5.56 1.14  0.40
H 1.61 5.12 0.10  0.50
H 2.45 -1.33 0.31  -0.11
H 4.78 -1.14 1.19  0.59
H 5.72 1.14 1.65  0.52
O -6.17 1.21 -1.81  -0.62
C -5.56 2.21 -1.01  -1.27
C -4.89 1.67 0.26  2.97
C -5.99 1.29 1.25  -1.34
O -5.51 0.73 2.47  -0.51
C -4.02 0.45 -0.04  -1.92
Se -2.63 0.90 -1.35  0.34
C -4.00 2.76 0.86  -1.24
Se -2.34 2.95 -0.17  -0.35
H -5.46 0.68 -2.20  0.40
H -6.37 2.89 -0.72  0.52
H -4.84 2.79 -1.59  0.28
H -6.68 0.61 0.75  0.37
H -6.54 2.19 1.54  0.44
H -4.98 -0.04 2.26  0.34
H -4.59 -0.37 -0.47  0.84
H -3.51 0.08 0.85  0.03
H -3.71 2.47 1.87  0.50
H -4.48 3.74 0.88  0.45
Cl 2.41 1.42 -2.71  -0.17
C 1.48 2.61 -3.60  0.81
C 2.12 3.57 -4.35  -0.64
C 1.35 4.51 -5.02  -0.51
C -0.03 4.44 -4.92  -0.64
C -0.64 3.46 -4.16  0.40
Cl -2.39 3.44 -4.10  -0.25
C 0.08 2.48 -3.43  -0.73
N -0.42 1.51 -2.64  0.17
H 3.20 3.59 -4.39  0.44
H 1.82 5.29 -5.61  0.35
H -0.65 5.16 -5.42  0.39
C 0.51 -5.31 3.26  -0.95
O 0.04 -4.30 2.39  -0.01
C 0.83 -4.10 1.26  -0.34
O 1.93 -4.66 1.22  -0.77
C 0.22 -3.29 0.29  -0.09
C 0.89 -3.13 -1.02  0.00
As 0.71 -4.88 -1.86  -0.04
C 0.99 -4.51 -3.79  -1.26
C -1.29 -4.59 -2.11  0.28
C -1.98 -3.56 -1.61  0.85
As -1.63 -2.80 0.26  1.10
C -2.50 -4.39 1.02  -1.44
C -3.20 -2.99 -2.26  -0.35
O -4.12 -2.44 -1.69  -0.66
O -3.11 -2.99 -3.61  -0.30
C -4.13 -2.26 -4.29  -0.63
C -1.93 -5.64 -2.97  0.23
O -1.35 -6.48 -3.61  -0.60
O -3.28 -5.67 -2.84  -0.16
C -3.94 -6.69 -3.57  -0.87
C 0.93 -1.97 -1.68  0.72
O 0.42 -0.83 -1.20  0.79
O 1.53 -1.79 -2.89  -0.35
C 2.94 -2.00 -2.87  -0.66
H -0.23 -5.40 4.06  0.22
H 1.49 -5.07 3.68  0.24
H 0.60 -6.27 2.74  0.32
H 2.06 -4.40 -3.97  0.39
H 0.48 -3.60 -4.10  0.31
H 0.62 -5.36 -4.35  0.43
H -1.93 -5.28 0.76  0.37
H -3.51 -4.45 0.61  0.40
H -2.56 -4.29 2.11  0.24
H -3.83 -2.24 -5.33  0.25
H -4.20 -1.24 -3.90  0.13
H -5.09 -2.74 -4.17  0.31
H -4.95 -6.75 -3.17  0.24
H -3.43 -7.65 -3.46  0.31
H -3.98 -6.44 -4.63  0.31
H 3.29 -1.86 -3.89  0.20
H 3.18 -3.01 -2.53  0.40
H 3.43 -1.28 -2.22  0.12
Br -2.59 -1.42 3.85  -0.15
C -0.70 -1.29 4.03  0.41
C -0.11 -2.12 4.97  -0.50
C 1.26 -2.08 5.16  -0.68
C 2.04 -1.22 4.41  -0.65
C 1.45 -0.39 3.47  -0.24
C 0.07 -0.42 3.27  -0.05
I -0.73 0.94 1.91  0.42
H -0.73 -2.79 5.55  0.39
H 1.71 -2.73 5.90  0.36
H 3.11 -1.19 4.54  0.41
H 2.05 0.30 2.90  0.42

Spin multiplicity: 2
Charge: -2
<S²>: 0.79
E_tot in eV: -525615.0294
Frontier orbital gap (spin up / spin down) in eV: 5.09 / 5.62